{"formula": "C33H66F3N7O7S", "method": "ωB97M-V/def2-TZVPD", "elements": ["C", "O", "C", "C", "C", "C", "C", "C", "C", "C", "C", "N", "O", "C", "C", "C", "C", "O", "C", "F", "F", "F", "C", "N", "S", "N", "C", "H", "H", "H", "H", "H", "H", "H", "H", "H", "H", "H", "H", "H", "H", "H", "H", "H", "H", "H", "H", "H", "H", "C", "O", "C", "C", "C", "N", "H", "H", "H", "H", "H", "H", "H", "H", "H", "H", "H", "C", "O", "C", "C", "C", "N", "H", "H", "H", "H", "H", "H", "H", "H", "H", "H", "H", "C", "O", "C", "C", "C", "N", "H", "H", "H", "H", "H", "H", "H", "H", "H", "H", "H", "C", "O", "C", "C", "C", "N", "H", "H", "H", "H", "H", "H", "H", "H", "H", "H", "H"], "xyz": [[7.002496, 0.966029, 1.156159], [6.200448, -0.263189, 1.335411], [6.976331, -1.473516, 1.021689], [5.988226, -2.815003, 0.879328], [5.166780, -2.629374, -0.565581], [3.660311, -3.273166, -0.502203], [2.466135, -2.309686, -1.079685], [0.932844, -2.503071, -0.471732], [0.501641, -3.622740, 0.655081], [-0.592029, -2.917323, 1.653237], [-0.701521, -3.584252, 3.147152], [-0.158557, -2.760140, 4.322373], [-1.254374, -4.759524, 3.459423], [-0.290976, -1.520395, -1.034415], [0.019307, -0.362923, -2.196419], [-1.261793, 0.601524, -2.669125], [-1.238164, 1.935256, -1.694044], [-0.095514, 2.833619, -2.036997], [-1.353423, 1.603096, -0.090675], [-1.770647, 2.895932, 0.570590], [-2.409728, 0.617374, 0.252828], [-0.058012, 1.227713, 0.552039], [1.499060, -0.119045, -2.883091], [1.962146, 0.848253, -3.955491], [3.693457, 0.530319, -4.158766], [3.907390, -0.794885, -2.989712], [2.638455, -1.147336, -2.242520], [6.329466, 1.938373, 1.141259], [7.714382, 1.071714, 2.082439], [7.636004, 0.987172, 0.165718], [7.817948, -1.632647, 1.847534], [7.523542, -1.298451, -0.008182], [6.688711, -3.778944, 0.856735], [5.265055, -2.942608, 1.791108], [5.779276, -3.285927, -1.348365], [5.210465, -1.482978, -0.799278], [3.430133, -3.520498, 0.619319], [3.631901, -4.280505, -1.098248], [1.399073, -4.149061, 1.192636], [-0.064533, -4.484555, 0.053461], [-1.641512, -2.981477, 1.100912], [-0.354769, -1.766190, 1.808275], [-0.919327, -2.037322, 4.498673], [0.633576, -2.184325, 3.909096], [-1.409834, -1.590806, -0.661268], [-1.072022, 0.987052, -3.761241], [-2.290178, 0.010407, -2.616031], [-2.214403, 2.561025, -1.977221], [0.450976, 3.018848, -1.213042], [1.856264, -2.688176, -5.135250], [1.071709, -3.201218, -6.200950], [1.675869, -3.077891, -7.493771], [2.748124, -4.146131, -7.806085], [4.076452, -3.912391, -7.090859], [2.267519, -5.498879, -7.486269], [2.426871, -1.802424, -5.431224], [2.523096, -3.465118, -4.756490], [1.183687, -2.410791, -4.319500], [0.856035, -3.203288, -8.211530], [2.062528, -2.060906, -7.641821], [2.950161, -4.099753, -8.882407], [4.049624, -4.210604, -6.039260], [4.871975, -4.501345, -7.563020], [4.371464, -2.858697, -7.142357], [1.438236, -5.692589, -8.053559], [1.905017, -5.476196, -6.530125], [-2.797474, 8.024659, 3.107893], [-2.509570, 6.915567, 2.270349], [-1.675028, 5.919456, 2.872770], [-2.411081, 4.963389, 3.838465], [-2.747861, 5.591421, 5.188574], [-3.646337, 4.438674, 3.236793], [-1.954284, 8.283126, 3.755947], [-3.689759, 7.820134, 3.702669], [-3.021308, 8.884105, 2.470712], [-1.285803, 5.322513, 2.038988], [-0.803750, 6.386112, 3.351091], [-1.740207, 4.119181, 4.035134], [-3.616322, 6.254130, 5.142731], [-2.987244, 4.812038, 5.922003], [-1.899157, 6.162874, 5.579850], [-3.401384, 3.921549, 2.388482], [-4.178798, 5.238312, 2.885799], [-1.511954, 2.466664, 7.690788], [-2.240265, 3.660029, 7.935529], [-3.452586, 3.472797, 8.675009], [-3.256662, 3.312912, 10.199626], [-2.717618, 1.945075, 10.610833], [-2.370257, 4.355130, 10.739310], [-2.169551, 1.607405, 7.526508], [-0.826689, 2.272586, 8.518138], [-0.905106, 2.615397, 6.793925], [-4.041260, 4.382395, 8.504352], [-4.036159, 2.644028, 8.252791], [-4.241407, 3.424294, 10.667931], [-1.642975, 1.843380, 10.436731], [-2.878096, 1.779114, 11.682917], [-3.231103, 1.141190, 10.072265], [-2.793789, 5.268855, 10.558260], [-1.524088, 4.364081, 10.164807], [-5.036468, -1.995508, -5.116830], [-3.830448, -1.283865, -4.885457], [-2.642601, -2.073674, -5.015179], [-2.187797, -2.314965, -6.472347], [-3.032566, -3.344811, -7.218281], [-2.172793, -1.063224, -7.244430], [-4.980876, -3.029402, -4.762256], [-5.287379, -1.967218, -6.178906], [-5.840890, -1.487218, -4.578966], [-1.856187, -1.502610, -4.506779], [-2.745715, -3.016532, -4.461944], [-1.164557, -2.706009, -6.433582], [-3.990486, -2.941341, -7.557562], [-2.504782, -3.693333, -8.114182], [-3.230837, -4.220558, -6.590817], [-1.517513, -0.414571, -6.800685], [-3.082020, -0.613180, -7.114431]], "forces_ev_per_angstrom": [[0.424, 0.655, 0.483], [1.480, 0.161, -1.011], [0.485, -0.592, 0.081], [0.591, 0.661, -0.517], [0.810, -0.964, 0.612], [-0.255, 0.595, -0.281], [-4.150, 0.873, 0.392], [1.841, 2.274, -2.565], [-0.449, 0.046, -1.236], [-0.395, 0.150, 0.163], [-2.242, -4.589, 2.141], [-0.722, 0.560, -2.884], [3.272, 7.206, -2.530], [3.675, 1.891, -3.081], [-0.239, -1.943, 1.278], [1.528, -0.369, 0.890], [-1.076, 0.395, -0.896], [-0.910, -1.559, 2.339], [-0.246, 1.007, 1.612], [1.307, -4.035, -1.611], [3.656, 3.049, -1.009], [-4.387, 1.074, -1.891], [0.542, -0.944, 0.940], [0.594, -4.412, 4.148], [-3.863, -3.036, 3.859], [-3.818, 0.353, 1.076], [1.442, 2.370, -2.799], [1.003, -2.368, 0.072], [-1.102, -0.179, -1.802], [-1.223, -0.354, 1.830], [-1.764, 0.247, -1.602], [-1.017, -0.493, 1.868], [-1.498, 2.149, 0.002], [1.371, 0.528, -1.679], [-1.309, 1.881, 1.439], [-0.389, -2.399, 0.179], [0.187, 0.547, -2.188], [0.024, 1.905, 1.093], [-1.654, 1.386, -0.996], [1.266, 1.832, 1.381], [2.145, 0.013, 1.510], [-0.355, -2.474, -0.385], [1.092, -1.148, -0.067], [-1.215, -0.729, 0.666], [2.688, 0.133, -0.863], [-0.374, -0.743, 2.194], [2.248, 1.395, 0.032], [1.982, -1.405, 1.020], [-1.036, -0.490, -1.429], [-0.266, -0.256, 0.183], [0.365, 0.242, -0.499], [-0.210, -0.183, -0.073], [-0.112, 0.009, 0.502], [0.362, 0.021, -0.091], [-0.431, 0.143, -0.122], [0.018, -0.093, -0.036], [0.196, 0.165, 0.066], [-0.050, -0.044, -0.168], [0.017, -0.030, 0.164], [0.100, -0.039, 0.140], [-0.158, 0.020, 0.055], [-0.105, 0.057, -0.131], [-0.209, 0.063, 0.069], [-0.041, -0.099, 0.040], [0.297, -0.034, 0.090], [0.186, -0.027, -0.191], [-0.253, -0.033, -0.290], [0.474, -0.185, 0.371], [-0.106, -0.162, -0.262], [-0.314, 0.465, -0.092], [-0.018, -0.134, 0.357], [0.213, -0.013, -0.427], [-0.042, -0.088, 0.032], [0.097, 0.125, 0.206], [0.097, -0.132, -0.044], [-0.158, 0.109, 0.020], [-0.120, 0.084, 0.122], [0.005, 0.047, -0.152], [0.120, -0.039, -0.143], [0.099, 0.161, -0.208], [-0.095, -0.050, -0.019], [-0.081, 0.031, 0.278], [0.086, -0.182, 0.187], [0.206, 0.299, -0.027], [-0.492, -0.358, 0.219], [0.028, 0.259, 0.021], [0.444, -0.042, -0.244], [-0.096, -0.273, 0.237], [-0.179, 0.287, -0.329], [-0.005, 0.032, 0.094], [-0.031, -0.250, -0.022], [-0.135, 0.088, 0.022], [0.180, -0.042, -0.020], [0.140, -0.093, 0.045], [0.041, 0.095, -0.130], [-0.143, 0.094, -0.048], [0.038, 0.109, -0.204], [0.075, 0.079, 0.040], [0.100, -0.242, 0.176], [-0.161, -0.073, 0.206], [-0.077, 0.376, -0.037], [0.301, -0.440, 0.171], [0.126, 0.215, -0.122], [-0.325, 0.078, 0.036], [0.020, -0.269, -0.173], [0.069, 0.241, 0.409], [0.064, 0.014, -0.083], [-0.085, -0.237, 0.011], [0.157, 0.001, 0.035], [-0.110, 0.018, -0.082], [-0.123, -0.042, -0.105], [-0.111, 0.154, 0.147], [0.108, 0.011, 0.099], [-0.060, 0.131, 0.169], [-0.001, 0.091, -0.060], [-0.065, -0.199, -0.227], [0.175, -0.138, -0.136]], "lowdin_charge": [-0.126, -0.269, -0.235, -0.156, -0.196, -0.169, -0.025, -0.076, -0.159, -0.141, -0.314, 0.034, -0.034, 0.042, -0.071, -0.101, -0.218, -0.064, -0.184, -0.018, 0.015, 0.008, -0.201, -0.274, 0.860, -0.293, -0.149, 0.104, 0.098, 0.098, 0.132, 0.125, 0.120, 0.108, 0.124, 0.097, 0.094, 0.124, 0.113, 0.140, 0.130, 0.119, 0.098, 0.079, 0.098, 0.131, 0.131, 0.179, 0.121, -0.108, -0.215, -0.189, -0.427, -0.075, 0.034, 0.061, 0.079, 0.071, 0.120, 0.122, 0.135, 0.065, 0.077, 0.078, 0.073, 0.070, -0.111, -0.194, -0.195, -0.424, -0.069, 0.040, 0.090, 0.072, 0.087, 0.111, 0.118, 0.132, 0.066, 0.059, 0.084, 0.057, 0.071, -0.104, -0.218, -0.196, -0.430, -0.077, 0.033, 0.092, 0.073, 0.085, 0.121, 0.121, 0.134, 0.064, 0.078, 0.078, 0.074, 0.070, -0.108, -0.204, -0.192, -0.422, -0.070, 0.043, 0.091, 0.074, 0.087, 0.097, 0.122, 0.112, 0.064, 0.075, 0.079, 0.071, 0.069], "spin_multiplicity": 1, "homo_ev": -8.45, "molar_mass_g_mol": 762.0, "charge": 0, "smiles": "COCCCCc1c(CCC(N)=O)cc(C[C@H](O)C(F)(F)F)c2nsnc12.COC[C@@H](C)N.COC[C@@H](C)N.COC[C@@H](C)N.COC[C@@H](C)N", "homo_lumo_gap_ha": 0.2444}